C12H26O5Sn as an isolated structure, computed with ωB97M-V/def2-TZVPD.

Each line ends with the Löwdin charge.
Cartesian coordinates (Å):
Sn 0.21974 0.58418 0.28787  1.7618
C -3.02618 -0.77670 -0.05233  -0.0477
C -3.31185 -0.10135 1.30230  -0.0117
O -2.08792 0.13064 1.96175  -0.0183
C -1.88958 0.13635 3.34316  -0.0168
C -0.44299 -0.29542 3.64953  -0.0470
O 0.38240 -0.19319 2.46606  -0.3485
C 1.52834 -1.11193 2.39716  -0.1009
C 1.14995 -2.24233 1.47625  -0.0773
O 0.66529 -1.62405 0.23408  -0.3358
C -0.23006 -2.47082 -0.56164  -0.0802
C -1.08563 -1.53328 -1.37690  -0.1122
O -1.66317 -0.52511 -0.48271  -0.3510
H -3.71733 -0.39320 -0.80326  0.1697
H -3.17540 -1.85401 0.05014  0.1640
H -4.01352 -0.65746 1.93256  0.1846
H -3.76040 0.90993 1.15799  0.2188
H -2.66257 -0.43225 3.87463  0.1895
H -2.05049 1.20358 3.65596  0.2322
H -0.45878 -1.33324 3.99467  0.1680
H -0.02420 0.32572 4.44236  0.1714
H 1.81613 -1.45590 3.39042  0.1728
H 2.36479 -0.52839 2.00223  0.1460
H 0.35092 -2.86095 1.88798  0.1525
H 2.00996 -2.87545 1.25500  0.1722
H -0.81069 -3.10387 0.11086  0.1529
H 0.36493 -3.11038 -1.21490  0.1705
H -1.86330 -2.03968 -1.94796  0.1726
H -0.47108 -0.97817 -2.09213  0.1352
C 0.87163 2.61488 -4.07665  -0.0180
C 2.21791 1.97838 -4.23874  -0.1679
O 2.65142 1.25709 -3.10964  0.0370
C 3.95339 0.64800 -3.21843  -0.1472
C 4.85755 1.16504 -2.09400  0.0030
H 0.48255 2.87388 -5.06141  0.1175
H 0.93610 3.53893 -3.50168  0.1056
H 0.16152 1.93477 -3.60323  0.0761
H 3.02858 2.70375 -4.47408  0.1999
H 2.31054 1.29009 -5.10812  0.1954
H 4.35590 0.81510 -4.21607  0.1480
H 3.76104 -0.42709 -3.09447  0.1625
H 5.40251 2.04135 -2.44460  0.1108
H 5.57257 0.38786 -1.83257  0.1080
H 4.28724 1.45336 -1.21128  0.0820

Computed properties:
* total charge: +4
* energy: -1061.46693 Ha
* highest occupied orbital energy (spin up / spin down): -23.490 / -23.581 eV
* gap between HOMO and LUMO (spin up / spin down): 5.19 / 8.00 eV



C12H26OPSZn as an isolated structure at a distorted geometry, computed with ωB97M-V/def2-TZVPD.

Each line ends with the Löwdin charge.
Cartesian coordinates (Å):
C -1.76177 -0.29090 -4.15712  -0.0642
C -2.26418 0.73328 -3.12410  -0.1763
C -1.12326 1.65164 -2.56211  -0.3396
C -1.20220 3.03177 -3.20278  -0.0627
C -1.22181 1.63988 -1.07036  -0.2600
O -0.90877 0.50660 -0.62864  -0.0026
C -1.07873 0.15792 0.79765  -0.0830
C 0.28399 -0.18635 1.41794  -0.3159
C 0.41235 0.50805 2.78700  -0.0579
C 0.41787 -1.71934 1.46928  -0.1554
C 1.51001 -2.28922 2.37083  -0.4254
C 1.24628 -3.80664 2.57254  -0.0506
C 2.89725 -2.12257 1.76027  -0.1889
P -0.40419 3.07329 -0.08574  0.4534
S 1.45455 3.01471 -0.51943  0.3345
H -2.26199 -0.14382 -5.10891  0.0790
H -0.69779 -0.18850 -4.35111  0.0762
H -1.96569 -1.30587 -3.83402  0.0773
H -2.97508 1.38555 -3.62126  0.1071
H -2.80578 0.24072 -2.32161  0.1077
H -0.18424 1.16146 -2.80699  0.1486
H -0.86635 2.93415 -4.23247  0.1023
H -0.55148 3.77406 -2.74880  0.0489
H -2.22498 3.39320 -3.24375  0.0933
H -1.72874 -0.71062 0.77105  0.1401
H -1.61063 0.94824 1.31746  0.1055
H 1.02079 0.22758 0.72973  0.1132
H 0.35986 -0.17933 3.62167  0.0802
H 1.34364 1.06495 2.83561  0.0237
H -0.37310 1.24795 2.94281  0.0641
H 0.66133 -2.05615 0.45829  0.1319
H -0.53688 -2.18140 1.71967  0.1168
H 1.50959 -1.85572 3.36821  0.1035
H 2.13136 -4.39416 2.35213  0.0753
H 0.95861 -4.00218 3.60195  0.0804
H 0.43320 -4.15278 1.93948  0.0735
H 2.95749 -2.61389 0.78926  0.0917
H 3.62055 -2.63324 2.39611  0.0613
H 3.23236 -1.07163 1.70302  -0.1350
H -0.75596 2.90510 1.25295  -0.0105
H -1.07136 4.21158 -0.53291  0.0008
Zn 4.12388 0.09259 3.17722  0.4379

Computed properties:
* total charge: +1
* energy: -3066.55597 Ha
* highest occupied orbital energy: -10.306 eV
* gap between HOMO and LUMO: 4.47 eV



C12H27N3NaOTa as an isolated structure at a distorted geometry, computed with ωB97M-V/def2-TZVPD.

Each line ends with the Löwdin charge.
Cartesian coordinates (Å):
N 2.46385 -0.53648 -0.14749  -0.1123
C 3.34672 -0.50918 0.79143  -0.2747
O 4.55798 -0.39208 0.90469  0.1362
Na 4.34949 -0.03834 -1.28337  0.7744
Ta 0.59184 -1.00734 0.18136  1.7197
N -0.51640 -1.24084 -1.41210  -0.2735
N -0.30222 0.19973 1.42527  -0.2702
C -0.61403 -0.16444 -2.44914  -0.6507
C 0.18972 1.48435 1.98885  -0.6566
C -1.09151 -0.76483 -3.76478  -0.0372
C -1.65063 0.84513 -1.95854  -0.0288
C 0.75130 0.47883 -2.63876  -0.0663
C 1.21167 1.14076 3.06987  -0.0190
C -0.97562 2.26388 2.58288  -0.0294
C 0.82911 2.28757 0.86810  -0.0486
H -0.41656 -1.55575 -4.10738  0.1009
H -1.11391 0.02737 -4.52485  0.1093
H -2.10880 -1.16227 -3.68140  0.0956
H -2.64007 0.36622 -1.91474  0.0989
H -1.69302 1.69201 -2.66093  0.1088
H -1.41095 1.23618 -0.95562  0.0573
H 1.12119 0.99606 -1.73537  0.0427
H 0.67215 1.25101 -3.41996  0.1130
H 1.50147 -0.25945 -2.96964  0.0870
H 0.74228 0.51471 3.84215  0.1015
H 1.56432 2.07423 3.53472  0.1121
H 2.08173 0.60598 2.66096  0.0548
H -1.39171 1.76119 3.46344  0.0944
H -1.76242 2.42631 1.83515  0.1017
H -0.60842 3.24558 2.91039  0.1094
H 1.17693 3.24757 1.28034  0.1124
H 0.09232 2.50896 0.07997  0.0865
H 1.69904 1.78226 0.42628  0.0458
C -1.43951 -2.38548 -1.47897  -0.1014
H -1.18871 -3.11123 -0.69386  0.0589
H -2.49261 -2.07900 -1.34896  0.1065
H -1.33828 -2.90251 -2.44877  0.0985
C -1.52345 -0.41267 1.99962  -0.1000
H -1.62289 -1.46222 1.68672  0.0661
H -1.47797 -0.39805 3.10093  0.1062
H -2.43592 0.10992 1.66297  0.1035
C 0.69375 -2.79599 1.19513  -0.2513
H 1.48839 -3.39303 0.72055  0.0409
H -0.25816 -3.34471 1.12953  0.0314
H 0.94852 -2.62991 2.25336  0.0456

Computed properties:
* total charge: +2
* energy: -931.70497 Ha
* highest occupied orbital energy: -15.234 eV
* gap between HOMO and LUMO: 6.24 eV



C12H28AgClN4O4 as an isolated structure at a distorted geometry, computed with ωB97M-V/def2-TZVPD.

Each line ends with the Löwdin charge.
Cartesian coordinates (Å):
Ag 0.21755 -0.66960 0.04780  0.6284
Cl 0.15131 -2.21716 -2.18020  -0.1948
C -0.73008 -1.77033 4.19209  0.0046
C -0.20646 -2.26506 2.86554  -0.5288
O 0.52313 -1.59034 2.14835  -0.0297
N -0.58258 -3.51978 2.53430  0.0099
C -0.20417 -4.23496 1.32135  -0.0619
H -0.05554 -1.12451 4.75228  0.0858
H -0.85113 -2.61911 4.87437  0.0760
H -1.66254 -1.23497 4.05297  0.0774
H -1.02471 -4.02786 3.27855  0.1228
H -0.31938 -5.29588 1.53365  0.0809
H 0.78777 -4.06737 0.91158  0.0832
H -0.92553 -3.95201 0.55223  0.0743
C 1.02727 3.46506 2.06981  0.0005
C -0.09807 2.51546 1.78221  -0.5301
O 0.06942 1.51443 1.10106  0.0050
N -1.29910 2.84185 2.31557  0.0091
C -2.47266 2.01093 2.26880  -0.0670
H 1.96727 3.02905 1.74264  0.0834
H 1.08131 3.71889 3.13039  0.0800
H 0.93681 4.41476 1.53612  0.0852
H -1.29614 3.62208 2.94820  0.1274
H -2.81827 1.68561 1.28916  0.0608
H -3.30733 2.63929 2.60237  0.0851
H -2.40558 1.16389 2.94164  0.0758
C -3.70069 1.71001 -1.83511  -0.0082
C -2.77975 0.54433 -1.62914  -0.5394
O -2.44155 0.19938 -0.49470  -0.0367
N -2.26774 -0.09388 -2.70675  0.0039
C -2.25614 0.33533 -4.08650  -0.0899
H -3.16660 2.65415 -1.74876  0.0911
H -4.48370 1.74352 -1.07820  0.0808
H -4.23670 1.56792 -2.77751  0.0700
H -1.63218 -0.86834 -2.52032  -0.0285
H -1.24298 0.57316 -4.42457  0.0834
H -2.81235 1.24676 -4.29906  0.0699
H -2.63983 -0.45972 -4.72823  0.0825
C 4.48723 0.86878 -1.17870  -0.0027
C 3.28170 -0.02321 -1.19913  -0.5273
O 2.34479 0.24025 -0.43659  -0.0603
N 3.12155 -0.93058 -2.17344  0.0055
C 4.09971 -1.27116 -3.18917  -0.0823
H 4.20705 1.90094 -0.98128  0.0830
H 5.03479 0.91481 -2.12817  0.0644
H 5.29535 0.62190 -0.48607  0.0865
H 2.20448 -1.39081 -2.16422  -0.0337
H 4.97431 -1.69436 -2.68841  0.0854
H 4.46693 -0.43737 -3.79203  0.0746
H 3.63976 -1.98414 -3.86676  0.0846

Computed properties:
* total charge: 0
* energy: -1601.27555 Ha
* highest occupied orbital energy: -7.840 eV
* gap between HOMO and LUMO: 8.53 eV



C12H28AgN5O7 as an isolated structure at a distorted geometry, computed with ωB97M-V/def2-TZVPD.

Each line ends with the Löwdin charge.
Cartesian coordinates (Å):
Ag 0.91655 0.44983 0.44430  0.7831
N 3.10181 -0.03705 2.42605  -0.6250
O 3.78033 0.03345 3.45979  -0.0266
O 3.53766 0.45597 1.35516  -0.0921
O 1.97468 -0.58294 2.41632  -0.1213
C 0.98299 0.35478 -3.63979  0.0011
C 0.65712 1.63471 -2.91368  -0.5357
O 1.18577 1.81573 -1.81952  -0.0033
N -0.07488 2.57082 -3.53207  0.0177
C -0.61894 2.49950 -4.89385  -0.0643
H 1.33591 0.52253 -4.66047  0.0802
H 0.13760 -0.33334 -3.71483  0.0866
H 1.76435 -0.16192 -3.09114  0.0818
H -0.26718 3.42412 -3.03462  0.1322
H 0.22793 2.58946 -5.57398  0.0853
H -1.27144 3.35339 -5.05383  0.0821
H -1.19666 1.58731 -5.02044  0.0849
C 1.50500 4.13331 0.44389  -0.0055
C 0.11326 3.64255 0.71459  -0.5517
O -0.08759 2.57770 1.28425  -0.0025
N -0.91110 4.42549 0.29128  0.0031
C -2.30709 4.00987 0.43338  -0.0660
H 1.64600 5.17866 0.73633  0.0818
H 1.76461 4.13079 -0.61599  0.0721
H 2.23953 3.53603 0.97782  0.0890
H -0.70765 5.17429 -0.34706  0.1260
H -2.40755 3.01401 0.00311  0.0837
H -3.00667 4.62797 -0.12806  0.0778
H -2.56955 4.09312 1.48444  0.0864
C 2.24735 -3.69240 0.14772  0.0198
C 1.05390 -3.04112 -0.49241  -0.5520
O 1.02540 -1.84164 -0.72836  -0.0037
N -0.03186 -3.81436 -0.73376  -0.0110
C -1.36023 -3.37816 -1.13410  -0.0613
H 2.02455 -4.73556 0.39246  0.0733
H 2.63346 -3.18330 1.02377  0.0904
H 2.98005 -3.77644 -0.65874  0.0943
H 0.04067 -4.75713 -0.38743  0.1211
H -2.02655 -4.03292 -0.57649  0.0846
H -1.54834 -3.36817 -2.20702  0.0810
H -1.46270 -2.34322 -0.79419  0.0778
C -1.59255 -0.81420 3.75384  0.0232
C -1.18774 -1.46471 2.43039  -0.5165
O -0.91458 -0.73734 1.47677  -0.0401
N -1.06660 -2.79246 2.31463  0.0408
C -1.55534 -3.74147 3.29961  -0.0750
H -1.00457 0.08224 3.93669  0.0909
H -1.21388 -1.49244 4.52357  0.0670
H -2.65205 -0.59446 3.83536  0.0852
H -0.61634 -3.15916 1.49431  0.1035
H -1.35627 -4.77736 3.03033  0.0814
H -2.65020 -3.69975 3.30600  0.0872
H -1.21038 -3.56461 4.31568  0.0773

Computed properties:
* total charge: 0
* energy: -1421.39474 Ha
* highest occupied orbital energy: -7.395 eV
* gap between HOMO and LUMO: 7.67 eV